# C8H14N4

A gas-phase ion, C8H14N4 (charge +2) (ωB97M-V with the def2-TZVPD basis set, the Open Molecules 2025 dataset).

Energy above the lowest of the compared OMol25 structures with the same formula, charge and spin = 4.7925 eV
Charge = +2
E = -14461.212 eV
Strongest force on any atom = 3.6 eV/A
Orbital gap = 7.43 eV

Each line ends with the natural charge from an NBO analysis.
Cartesian coordinates (Å):
H (2.703, -0.488, -1.149)  0.41
N (2.441, -0.162, -0.223)  -0.45
H (1.086, -0.647, 1.204)  0.25
N (0.099, 0.324, -0.239)  -0.26
C (-1.846, -0.609, 0.961)  -0.09
H (-0.154, -2.527, 0.150)  0.26
H (-3.653, -1.532, 1.404)  0.28
C (-1.974, 1.262, -0.700)  0.01
H (-1.213, -0.811, 1.962)  0.28
H (0.571, -1.946, -1.447)  0.23
N (1.746, 1.554, 1.170)  -0.64
H (-4.937, -0.179, -0.136)  0.25
C (1.076, -0.646, 0.117)  0.02
H (1.755, -2.497, -0.135)  0.26
H (3.597, 1.272, 0.353)  0.47
C (-3.330, 1.110, -0.696)  -0.26
H (-3.914, 1.727, -1.352)  0.27
H (0.816, 1.871, 0.838)  0.41
C (0.806, -2.037, -0.359)  -0.62
C (-3.172, -0.791, 0.807)  -0.24
H (2.219, 2.194, 1.820)  0.43
C (-1.162, 0.252, 0.050)  0.13
N (2.570, 1.253, 0.068)  -0.23
H (-1.584, 2.087, -1.245)  0.26
C (-3.911, -0.040, -0.136)  0.11
H (2.536, 1.813, -0.891)  0.44